Formula: C20H58CdO11S9
Source: OMol25
Level of theory: wB97M-V/def2-TZVPD

Atoms and positions in Å:
Cd: 0.3108 0.5820 0.2563
O: 1.8067 1.3761 -0.9959
C: 2.8536 0.3973 -0.9652
C: 2.6793 -0.9091 -0.1371
O: 1.3954 -1.2527 0.3985
H: 3.7335 0.9058 -0.5713
H: 3.1103 0.1276 -1.9897
H: 3.5015 -0.9775 0.5752
H: 2.9742 -1.7219 -0.8008
C: -0.4585 4.4860 -1.6763
S: -1.2240 3.7229 -0.1775
O: -0.8252 2.2423 -0.0933
C: -0.1047 4.5986 1.0542
H: 0.4256 3.9382 -2.0025
H: -0.0549 5.4850 -1.5118
H: -1.1603 4.3956 -2.5054
H: -0.1687 4.0372 1.9863
H: -0.4060 5.6349 1.2075
H: 0.9276 4.4056 0.7625
C: -7.2046 2.2430 1.1109
S: -6.1052 1.3889 2.3886
O: -6.0985 -0.0598 1.8868
C: -4.4316 1.9954 1.9037
H: -6.7978 1.9754 0.1357
H: -7.1463 3.3213 1.2591
H: -8.2253 1.8649 1.1690
H: -4.2344 1.6199 0.8996
H: -3.6023 1.8360 2.5929
H: -4.4459 3.0719 1.7335
C: -0.2341 -6.3215 -3.3995
S: -0.7054 -5.0538 -2.1391
O: -0.8104 -5.9025 -0.8939
C: 0.9414 -4.2551 -2.0563
H: 0.3744 -5.9972 -4.2437
H: -1.1686 -6.6304 -3.8680
H: 0.3633 -7.1243 -2.9674
H: 1.0829 -3.3083 -1.5351
H: 1.3996 -3.9900 -3.0091
H: 1.6392 -4.9881 -1.6515
C: 4.4338 6.9483 -1.9120
S: 4.8281 5.4654 -0.9098
O: 4.8031 5.9015 0.5522
C: 3.2402 4.5857 -1.3062
H: 4.5950 6.6558 -2.9496
H: 5.0494 7.7890 -1.5920
H: 3.3968 7.2386 -1.7438
H: 3.0521 4.5464 -2.3791
H: 2.3520 5.0870 -0.9216
H: 3.2317 3.5951 -0.8516
C: 3.3610 -3.4154 2.9063
S: 4.5646 -2.1285 3.4523
O: 4.6859 -2.0753 4.9788
C: 6.0100 -2.9301 2.7945
H: 3.2690 -4.2872 3.5541
H: 3.6128 -3.7082 1.8870
H: 2.4248 -2.8789 2.7522
H: 5.9825 -2.7851 1.7145
H: 5.8795 -3.9937 2.9940
H: 6.9275 -2.5371 3.2327
C: 3.3471 2.6124 2.4535
S: 1.6406 2.1898 3.1248
O: 0.7820 1.6404 1.9674
C: 2.2205 0.5925 3.8681
H: 4.1409 2.6158 3.2005
H: 3.3175 3.5778 1.9483
H: 3.5704 2.0559 1.5433
H: 2.7083 -0.0910 3.1731
H: 1.2337 0.1751 4.0681
H: 2.8441 0.7325 4.7511
C: -1.1499 -1.8257 -3.4884
S: -1.3784 -0.1185 -2.7260
O: -0.8749 -0.1206 -1.2845
C: -0.1887 0.7755 -3.8003
H: -0.1628 -2.1704 -3.1802
H: -1.0366 -1.7386 -4.5689
H: -1.9478 -2.5030 -3.1839
H: -0.4201 0.6577 -4.8590
H: 0.7827 0.3065 -3.6443
H: -0.0337 1.8045 -3.4757
C: -0.8937 -2.0614 3.1391
S: -1.9882 -1.3180 1.8377
O: -1.2390 -0.1042 1.2913
C: -1.6659 -2.7824 0.7112
H: -1.1943 -3.0974 3.2955
H: -0.7596 -1.5466 4.0905
H: 0.1127 -2.1935 2.7417
H: -2.2945 -3.6296 0.9855
H: -0.6113 -3.0525 0.6577
H: -1.8941 -2.4177 -0.2903
C: -6.5455 -3.2211 -1.7755
S: -4.8192 -2.5864 -1.8794
O: -4.6343 -1.7370 -3.1000
C: -4.9821 -1.5214 -0.3551
H: -7.3310 -2.4889 -1.9622
H: -6.7099 -3.8516 -0.9016
H: -6.5866 -3.8464 -2.6673
H: -5.0915 -2.1169 0.5513
H: -5.8256 -0.8397 -0.4641
H: -4.0478 -0.9891 -0.1763

Output
**HOMO**: -6.53 eV
**E_LUMO**: 0.18 eV
**Frontier orbital gap**: 6.710 eV
**Net charge**: 0

***

Formula: C20H60BrMnNO13
Source: OMol25
Level of theory: wB97M-V/def2-TZVPD

Atoms and positions in Å:
Mn: 0.0750 -0.6949 2.4591
Br: -0.3279 0.1850 0.1614
N: 0.6413 -0.9848 5.7320
O: 0.3448 -1.4342 4.6449
O: 1.0390 0.1566 5.8175
O: 0.5857 -1.7215 6.6786
C: 2.9573 -3.7565 2.6896
C: 2.8971 -2.2016 2.6173
O: 1.7666 -2.0431 1.7886
H: 2.9468 -4.2490 1.7173
H: 2.1376 -4.1977 3.2566
H: 3.8480 -4.1008 3.2151
H: 3.7495 -1.7661 2.0959
H: 2.7312 -1.5951 3.5077
H: 2.1309 -2.3386 0.9510
C: 2.9578 0.1251 -3.9150
C: 4.0811 1.0428 -3.4177
O: 4.9511 1.6036 -4.4731
H: 3.5059 -0.6487 -4.4525
H: 2.3624 0.6049 -4.6917
H: 2.3964 -0.3262 -3.0970
H: 4.6403 0.4618 -2.6843
H: 3.6534 1.9157 -2.9246
H: 5.6868 1.9115 -3.9388
C: -2.9757 3.7913 -3.2984
C: -2.1387 3.3967 -4.5288
O: -2.6769 2.2408 -5.1352
H: -4.0256 3.8776 -3.5781
H: -2.6581 4.7613 -2.9159
H: -3.0843 3.0584 -2.4988
H: -1.0667 3.3428 -4.3386
H: -2.2010 4.1282 -5.3345
H: -1.8994 1.8061 -5.4932
C: -3.5370 1.0614 4.3506
C: -2.6292 1.0136 3.1327
O: -1.3565 0.6260 3.4752
H: -4.4145 1.6176 4.0209
H: -3.2374 1.6630 5.2088
H: -3.7798 0.0231 4.5769
H: -2.4433 2.0157 2.7462
H: -2.9519 0.3348 2.3433
H: -1.0146 1.2902 4.0781
C: 5.0601 -3.4141 -1.0662
C: 4.1360 -2.2819 -1.2610
O: 2.8609 -2.5593 -0.7116
H: 6.0246 -2.9743 -1.3200
H: 4.8840 -4.2839 -1.6991
H: 5.2007 -3.7530 -0.0399
H: 4.1333 -1.9912 -2.3116
H: 4.4489 -1.3799 -0.7351
H: 2.5400 -3.3970 -1.0534
C: 3.1862 1.5672 1.8462
C: 1.9741 2.1456 2.5948
O: 1.3845 0.9884 3.1629
H: 3.9510 1.0680 2.4411
H: 3.6559 2.4120 1.3424
H: 2.7373 0.9573 1.0622
H: 1.3310 2.7739 1.9786
H: 2.2778 2.8291 3.3877
H: 1.4610 1.1033 4.1129
C: -2.6851 -4.0480 1.5470
C: -1.3761 -3.5318 1.9863
O: -1.4483 -2.2760 2.6168
H: -3.1625 -4.5292 2.4006
H: -2.5174 -4.8848 0.8689
H: -3.4255 -3.3237 1.2074
H: -0.8238 -3.2889 1.0785
H: -0.7768 -4.2036 2.6009
H: -2.0252 -2.4669 3.3600
C: -4.9831 -0.1957 -0.1810
C: -5.8706 0.0890 1.0441
O: -7.1256 0.4122 0.4518
H: -4.1577 -0.8765 0.0272
H: -4.4496 0.6365 -0.6402
H: -5.4638 -0.6442 -1.0504
H: -5.4931 0.8437 1.7340
H: -5.9819 -0.8303 1.6190
H: -7.1581 1.3475 0.2382
C: 0.7355 3.8652 -2.4540
C: 1.5555 3.8430 -1.2121
O: 2.0946 5.1005 -0.9825
H: 0.0078 3.0537 -2.4433
H: 1.3773 3.9534 -3.3306
H: 0.1551 4.7738 -2.6140
H: 2.2527 3.0055 -1.2383
H: 0.9174 3.6474 -0.3503
H: 2.7167 5.2306 -1.7020
C: -2.6827 -1.7070 -2.7261
C: -1.7998 -0.6610 -3.5087
O: -0.3829 -1.0122 -3.2912
H: -2.3456 -1.9365 -1.7152
H: -2.5838 -2.7213 -3.1127
H: -3.7518 -1.5562 -2.5761
H: -1.8781 0.3269 -3.0547
H: -2.1639 -0.4306 -4.5099
H: -0.2146 -0.8111 -2.3676

Output
**HOMO (alpha / beta)**: -8.77 / -9.00 eV
**Multiplicity**: 6
**E_LUMO (alpha / beta)**: 0.30 / 0.29 eV
**Frontier orbital gap (alpha / beta)**: 9.067 / 9.298 eV
**Net charge**: 0
**⟨S²⟩**: 8.753

***

Formula: C20H60N4O10
Source: OMol25
Level of theory: wB97M-V/def2-TZVPD

Atoms and positions in Å:
N: 2.9443 3.1884 -0.5978
C: 2.6943 3.6194 0.5882
N: 2.4443 4.9054 0.6732
O: 2.7493 2.7514 1.7252
H: 3.0943 2.1964 -0.7798
H: 3.1123 3.7534 -1.4098
H: 2.1163 5.4274 1.5442
H: 2.4873 5.5904 -0.1068
N: -3.1687 -2.4806 3.1362
C: -2.3197 -3.3156 2.5702
N: -2.8577 -4.5126 2.4022
O: -1.1077 -3.0556 2.1052
H: -2.6587 -1.6436 3.4602
H: -4.1267 -2.6936 3.5802
H: -2.5517 -5.2946 1.8362
H: -3.7337 -4.6476 2.8502
C: -2.4067 0.2084 1.6262
C: -2.5987 0.5174 3.1842
C: -4.0217 0.6944 3.5172
O: -2.0147 -0.1816 4.0282
H: -3.1737 -0.4196 1.4382
H: -1.4307 -0.2956 1.4992
H: -2.4017 1.1114 1.1062
H: -2.1207 1.4534 3.3022
H: -4.6857 1.2164 2.8142
H: -4.0587 1.2684 4.5062
H: -4.4427 -0.2766 3.6132
H: -2.1917 0.2184 4.9172
C: 1.0733 2.3114 -2.9908
C: 0.0103 2.7364 -1.9598
C: -0.5067 1.5814 -1.0248
O: 0.3563 3.6364 -1.2228
H: 1.8513 1.7334 -2.6088
H: 1.5063 3.0994 -3.6118
H: 0.6253 1.6714 -3.7028
H: -0.9517 3.1434 -2.3718
H: 0.2523 1.4024 -0.2928
H: -0.6647 0.6264 -1.5488
H: -1.4087 1.8454 -0.5368
H: 1.2693 3.4404 -1.0298
C: 1.5493 -0.4376 2.2362
C: 2.1593 -0.6646 0.7742
C: 1.4303 -1.4486 -0.2618
O: 2.5203 0.3914 0.2002
H: 2.2093 0.2004 2.7822
H: 1.3393 -1.3616 2.7732
H: 0.6293 0.0424 1.9562
H: 3.0203 -1.2016 0.9962
H: 2.0183 -1.8556 -1.0848
H: 0.6873 -0.8296 -0.6858
H: 0.9303 -2.3656 0.2732
H: 2.3463 1.1594 0.7882
C: -2.5907 -1.6456 -1.4118
C: -1.8397 -2.8806 -1.9448
C: -1.7907 -3.9726 -0.9268
O: -2.2287 -3.3216 -3.0238
H: -1.8567 -0.9756 -0.9538
H: -3.4057 -2.0236 -0.7438
H: -2.8967 -1.1796 -2.3368
H: -0.7497 -2.6546 -2.0038
H: -2.8437 -4.0926 -0.5748
H: -1.0787 -3.6506 -0.2138
H: -1.3877 -4.8786 -1.2688
H: -1.6767 -2.8176 -3.6548
C: 1.1063 -1.2636 -3.7488
C: 0.4253 -2.1726 -4.8288
C: 0.8643 -3.5876 -4.9168
O: -0.8257 -2.2696 -4.9608
H: 0.4503 -1.1516 -2.9798
H: 1.5943 -0.3976 -4.0778
H: 1.9493 -1.8276 -3.4678
H: 0.6983 -1.6896 -5.7738
H: 1.9383 -3.4906 -5.0358
H: 0.6163 -4.1556 -5.8288
H: 0.6363 -4.2356 -4.0418
H: -1.3317 -1.6576 -5.5238
C: 0.7103 1.1114 5.1222
O: 0.2343 1.8634 6.2612
H: 0.2653 0.0954 5.0242
H: 1.8033 1.0354 4.9982
H: 0.2933 1.7034 4.2942
H: -0.5067 1.3914 6.5772
C: -0.4537 3.2804 2.1432
O: -0.3277 4.4774 1.4052
H: -0.1597 2.3344 1.6972
H: -1.5277 3.1934 2.1752
H: -0.1607 3.3304 3.2432
H: -0.1447 4.3064 0.4312
C: 4.8773 0.7214 -2.4158
O: 4.4783 1.8924 -3.0688
H: 4.8363 1.0394 -1.4078
H: 5.8703 0.4424 -2.8488
H: 4.1823 -0.1176 -2.4608
H: 4.1313 1.7324 -3.9038

Output
**HOMO**: -8.80 eV
**E_LUMO**: 0.26 eV
**Frontier orbital gap**: 9.063 eV
**Net charge**: 0

***

Which formula does entry 1 have?
C20H58CdO11S9

***

What is the net charge in the first record?
0

***

Which formula does entry 3 have?
C20H60N4O10